C2H8N2 | ωB97M-V/def2-TZVPD

```
! RIJCOSX wB97M-V def2-TZVPD def2/J DEFGRID3
* xyz 0 1
H -4.34 -0.33 -2.37
N -4.30 0.69 -2.33
C -3.69 1.00 -1.25
N -3.28 2.32 -1.05
H -3.52 0.25 -0.49
H -3.39 2.64 -0.09
H -3.88 2.92 -1.60
C 5.28 -1.91 1.84
H 5.03 -1.82 2.90
H 5.80 -1.00 1.55
H 5.90 -2.77 1.69
H 4.40 -1.99 1.21
*
```

- Max |F|: 0.0272 hartree/bohr
- SMILES string: [H]/N=C/N.C
- Relative energy (zero: lowest compared OMol25 entry of this formula, charge and spin): 16.8 kJ/mol
- HOMO energy: -0.358 hartree
- LUMO: 1.069 eV



C2H2CdO2 | ωB97M-V/def2-TZVPD

```
! RIJCOSX wB97M-V def2-TZVPD def2/J DEFGRID3
* xyz 1 2
O -0.26 1.03 0.46
C -1.18 0.22 0.14
C -0.81 -1.10 -0.30
O 0.44 -1.33 -0.51
Cd 1.45 0.32 -0.23
H -1.57 -1.73 -0.79
H -1.98 -0.17 0.89
*
```

- Max |F|: 0.0943 hartree/bohr
- Relative energy (zero: lowest compared OMol25 entry of this formula, charge and spin): 107.8 kJ/mol
- HOMO energy (alpha / beta): -0.503 / -0.577 hartree
- <S²>: 0.754
- LUMO (alpha / beta): -7.370 / -7.361 eV